# 1
Density functional theory data (ωB97M-V/def2-TZVPD) for C47H64Cl2IN2O3PS3Sb2SiV as an isolated structure in a non-equilibrium geometry.

XYZ file:
```
127
C47H64Cl2IN2O3PS3Sb2SiV | the OMol25 dataset | ωB97M-V/def2-TZVPD
V -0.35149 -1.32646 -0.52383
C -1.76866 2.26908 5.49623
Sb -1.13689 2.20014 3.42242
C 0.62030 3.44136 3.45505
C -2.39550 4.00006 2.98987
C -1.90598 4.91859 1.92911
C -1.27877 6.11318 2.29935
C -0.89523 7.05881 1.36625
C -1.16185 6.84490 0.02336
C -1.75572 5.65926 -0.36799
C -2.09390 4.65934 0.54808
C -2.59957 3.35475 0.03607
Sb -1.02375 1.82559 -0.24865
C -0.06522 3.08363 -1.73949
C -2.54942 0.77961 -1.41233
H -1.05992 2.85168 6.07565
H -1.81373 1.26261 5.90479
H -2.76057 2.72133 5.54576
H 0.55212 4.13097 4.29518
H 0.66179 4.00233 2.52021
H 1.50840 2.82643 3.56534
H -2.41907 4.50454 3.95557
H -3.39135 3.61660 2.76327
H -1.11432 6.30388 3.35336
H -0.41058 7.97242 1.68701
H -0.90470 7.59623 -0.71263
H -1.97089 5.49345 -1.41903
H -3.02694 3.46542 -0.96155
H -3.33656 2.91134 0.70582
H -0.70809 3.20981 -2.60524
H 0.86845 2.62318 -2.05766
H 0.14346 4.04437 -1.27247
H -2.55512 1.17494 -2.41924
H -3.52880 0.89402 -0.94834
H -2.33010 -0.28810 -1.48251
S 1.78532 1.78517 6.71214
P 1.50279 0.02385 5.87744
S 1.11314 -0.06886 3.90016
C 0.23849 -0.99773 6.72520
C -0.38003 -0.58761 7.89660
C -1.32236 -1.41003 8.50257
C -1.63809 -2.63954 7.94527
C -1.01391 -3.05171 6.77437
C -0.07962 -2.23180 6.16266
C 3.02172 -0.94373 6.20373
C 3.25672 -1.36934 7.50904
C 4.44771 -2.00118 7.82997
C 5.40918 -2.20664 6.84830
C 5.18087 -1.76386 5.55494
C 3.99115 -1.12323 5.23179
H -0.11832 0.37036 8.33049
H -1.80916 -1.09259 9.41627
H -2.36807 -3.28111 8.42309
H -1.25153 -4.01686 6.34173
H 0.41137 -2.53316 5.24550
H 2.50796 -1.19851 8.27263
H 4.62979 -2.32926 8.84574
H 6.34163 -2.69486 7.10277
H 5.94009 -1.91011 4.79420
H 3.79762 -0.75539 4.23282
C 1.91922 0.43343 -7.17018
C 1.90764 -0.02396 -5.71529
C 2.34505 1.12873 -4.81308
C 2.81611 -1.23013 -5.50533
O 0.56262 -0.45742 -5.43932
Si -0.54994 -0.11372 -4.31524
S 0.37752 -0.31100 -2.36316
O -1.09550 1.40886 -4.37611
C -1.83432 2.16007 -5.36059
C -0.96263 3.34509 -5.76464
C -2.16836 1.30618 -6.57975
C -3.12283 2.64084 -4.69954
O -1.82524 -1.09270 -4.45932
C -1.99680 -2.46211 -4.86479
C -2.16203 -2.47901 -6.38201
C -0.79792 -3.29875 -4.44988
C -3.25207 -2.95933 -4.15845
H 2.93272 0.69190 -7.47779
H 1.28586 1.31472 -7.28426
H 1.53650 -0.35519 -7.81858
H 3.31218 1.50877 -5.14084
H 2.43279 0.79706 -3.77915
H 1.61289 1.93731 -4.85217
H 3.85402 -0.97116 -5.71691
H 2.51110 -2.04707 -6.16072
H 2.74490 -1.56603 -4.46906
H 0.01396 2.99002 -6.09655
H -0.80818 4.02105 -4.92283
H -1.42751 3.90153 -6.57916
H -1.25636 0.99997 -7.09719
H -2.79986 1.86553 -7.26938
H -2.70069 0.41011 -6.26317
H -2.90007 3.16923 -3.77139
H -3.76280 1.78670 -4.47280
H -3.65489 3.31798 -5.36812
H -1.27533 -2.04367 -6.84526
H -3.03362 -1.89213 -6.67501
H -2.28891 -3.50055 -6.74197
H 0.10646 -2.92885 -4.93608
H -0.94796 -4.34245 -4.72507
H -0.66957 -3.22803 -3.37327
H -4.10710 -2.33604 -4.42090
H -3.10208 -2.92178 -3.07796
H -3.45830 -3.98958 -4.45052
I 2.71142 -4.48043 3.67401
C 2.43357 -3.06102 2.14854
C 3.52300 -2.22326 1.94216
C 3.41640 -1.15936 1.07056
C 2.19558 -0.94200 0.47850
N 1.16229 -1.77251 0.63609
C 1.25815 -2.87699 1.42410
H 4.44572 -2.39957 2.47594
H 4.24477 -0.49377 0.88195
H 2.02688 -0.08397 -0.15991
H -0.82663 -3.35506 1.54035
Cl -1.78327 -1.16356 1.01841
C 0.09445 -3.87496 1.26829
C 0.13132 -5.18701 1.97724
C 0.52522 -6.30374 1.35960
C 0.96746 -6.29489 -0.01177
C 0.75368 -5.21474 -0.79055
Cl 1.22520 -5.20590 -2.45001
C 0.10997 -4.03475 -0.26929
N -0.25495 -2.98816 -0.89649
H -0.26689 -5.21701 2.98124
H 0.52425 -7.24798 1.88758
H 1.43541 -7.17533 -0.42990
```

Properties
Multiplicity: 2
Maximum force, Eh/bohr: 0.046
Charge: 0
Highest occupied orbital energy (spin up / spin down), eV: -6.5 / -6.5
Frontier orbital gap (spin up / spin down), eV: 3.93 / 3.99

# 2
Density functional theory data (ωB97M-V/def2-TZVPD) for the molecule C2H5N5 in a non-equilibrium geometry.

XYZ file:
```
12
C2H5N5 | the OMol25 dataset | ωB97M-V/def2-TZVPD
H 0.92382 2.56874 1.80444
N 0.35079 2.58854 0.82852
C 0.24690 1.27507 0.41815
N 0.75777 0.07309 0.84426
C 0.33938 -0.78666 -0.15044
N 0.28707 -2.21821 0.06667
N -0.48588 -0.25985 -0.96102
N -0.75969 1.18841 -0.66120
H 0.64978 -2.58184 -0.93844
H 1.02817 -2.63939 0.53366
H -1.57180 -0.78657 -1.30935
H -1.76631 1.57866 -0.47523
```

Properties
Structure (SMILES): [H]/N=c1\nc(N)[nH][nH]1
Maximum force, Eh/bohr: 0.207
Charge: 0
Highest occupied orbital energy, eV: -8.1
Frontier orbital gap, eV: 8.10

# 3
Density functional theory data (ωB97M-V/def2-TZVPD) for a 2-piece molecular cluster, C32H39F8N3O5 overall in a non-equilibrium geometry.

XYZ file:
```
87
C32H39F8N3O5 | the OMol25 dataset | ωB97M-V/def2-TZVPD
C -1.06508 -0.75140 2.21997
C -0.24183 -0.52438 0.96323
O -0.92806 0.43237 0.16700
C -0.31133 0.74477 -1.06051
C 1.09349 1.28632 -0.95267
C 2.08363 0.87680 -1.85746
C 1.86952 -0.07858 -2.97923
C 2.50465 -1.45670 -2.68530
C 2.17057 -1.94853 -1.27912
N 2.21972 -3.39631 -1.24574
C 1.37973 -3.95554 -0.19738
C -0.11818 -3.81181 -0.38485
C -0.90445 -4.10782 0.74021
C -2.28792 -4.04259 0.72562
C -2.95034 -3.66333 -0.43582
C -2.19426 -3.36592 -1.56426
C -0.79866 -3.43996 -1.54704
O -0.10867 -3.15013 -2.69380
N 3.31795 1.33283 -1.72438
N 3.76789 2.18178 -0.80273
C 2.85158 2.61237 0.02213
C 3.40763 3.57678 1.05094
O 4.16743 2.88980 2.02767
C 3.45836 1.88444 2.66239
C 2.55347 2.15164 3.68135
C 1.86271 1.11429 4.30566
C 2.08384 -0.21061 3.92456
C 2.99682 -0.47560 2.90859
C 3.68416 0.56308 2.27888
C 1.48977 2.22766 0.00574
C 0.51746 2.83072 0.97019
C -0.29440 3.96976 0.29120
O -1.51919 3.52922 -0.26372
C -2.56339 3.53634 0.67059
C -3.77904 2.82264 0.06833
F -3.78520 1.51639 0.38715
F -3.76716 2.95605 -1.26449
C -5.08519 3.41547 0.63116
F -4.91548 3.47389 1.97145
F -5.25898 4.65374 0.17331
C -6.38252 2.59819 0.37879
F -7.40755 3.41013 0.73035
F -6.42800 1.53001 1.17185
C -6.68214 2.16928 -1.06322
F -5.87963 1.15993 -1.43510
F -6.51241 3.20666 -1.89070
H -1.02650 0.13610 2.85018
H -2.08114 -1.01715 1.95720
H -0.58948 -1.55147 2.78126
H 0.74807 -0.17523 1.26892
H -0.17369 -1.47538 0.43926
H -0.91785 1.52132 -1.52288
H -0.37557 -0.12881 -1.70557
H 2.39604 0.32884 -3.84568
H 0.82969 -0.13581 -3.26691
H 2.19677 -2.16018 -3.44825
H 3.58278 -1.33538 -2.79854
H 2.88563 -1.49398 -0.57835
H 1.16762 -1.61796 -1.03400
H 3.17265 -3.66730 -1.03648
H 1.59397 -3.44425 0.75721
H 1.63098 -5.00349 -0.06062
H -0.40609 -4.40670 1.65189
H -2.85570 -4.29772 1.60800
H -4.02609 -3.61126 -0.45493
H -2.68361 -3.07191 -2.48357
H -0.74242 -2.86179 -3.35690
H 4.02243 0.99511 -2.36750
H 2.64218 4.21956 1.47561
H 4.10265 4.22491 0.52570
H 2.38545 3.17364 3.99316
H 1.16519 1.32378 5.10201
H 1.55966 -1.00628 4.42741
H 3.20597 -1.48932 2.60385
H 4.40503 0.35043 1.50500
H -0.20300 2.10402 1.31533
H 1.00092 3.23304 1.84693
H 0.26931 4.43066 -0.51320
H -0.51670 4.73455 1.03910
H -2.28588 3.02967 1.59387
H -2.85372 4.56094 0.91373
H -7.71464 1.82376 -1.10430
C 3.46592 -5.71287 -3.57351
O 4.75899 -6.01988 -3.44022
H 3.11358 -5.44508 -4.61352
H 2.72166 -6.50406 -3.27032
H 3.11764 -4.83116 -2.98119
```

Properties
Maximum force, Eh/bohr: 0.020
Charge: 0
Highest occupied orbital energy, eV: -4.1
Frontier orbital gap, eV: 1.78